1.
The following is a DFT calculation (wB97M-V/def2-TZVPD) of a molecular structure, C39H36Cl2FIN3O3PRu.

The geometry in XYZ format:
```
87
Properties=species:S:1:pos:R:3:forces:R:3:mulliken_spin:R:1
Ru 1.13330 -0.47106 -2.41679 -0.04 0.16 0.55 0.8315
I 1.79994 2.03267 -2.16074 0.31 -0.06 -0.18 -0.0244
C 0.15128 3.29514 -2.02369 -0.03 0.04 0.12 0.0109
C 0.40261 4.39042 -1.24346 0.02 0.01 0.02 0.0007
C -0.52057 5.44842 -1.19032 -0.04 0.04 0.01 0.0004
C -1.64933 5.38147 -1.94795 0.00 0.00 0.00 -0.0002
C -1.92495 4.25249 -2.75737 0.04 -0.02 0.02 0.0015
C -3.08164 4.25710 -3.57058 -0.01 0.00 -0.01 0.0011
C -3.36369 3.21005 -4.39461 -0.04 0.02 -0.02 0.0007
C -2.52489 2.08763 -4.38077 -0.01 -0.03 0.04 0.0036
C -1.39958 2.01457 -3.58565 -0.01 0.02 -0.04 -0.0038
P -0.66775 0.35499 -3.70004 0.03 -0.19 0.04 0.0369
C -1.98535 -0.78200 -3.22972 0.00 -0.02 -0.05 0.0288
C -2.94021 -0.39018 -2.28740 0.04 -0.04 0.05 0.0295
C -3.91500 -1.28563 -1.87812 0.01 0.00 -0.02 -0.0124
C -3.94749 -2.56969 -2.40623 -0.01 0.00 -0.01 0.0368
C -2.99889 -2.96562 -3.34177 -0.03 -0.02 0.03 -0.0183
C -2.01437 -2.08189 -3.74585 0.04 -0.03 0.03 0.0303
C -0.20682 0.12054 -5.42431 -0.08 0.05 -0.01 -0.0123
C 0.97402 0.71919 -5.87157 0.02 0.02 -0.01 -0.0005
C 1.36787 0.57235 -7.19086 0.00 0.00 -0.01 -0.0002
C 0.58302 -0.16291 -8.07133 -0.01 -0.01 0.01 0.0011
C -0.60187 -0.73929 -7.63511 0.03 0.02 -0.02 -0.0011
C -1.00148 -0.59947 -6.31414 -0.05 0.01 -0.07 0.0038
C -1.03166 3.13942 -2.78380 -0.11 -0.07 -0.12 -0.0091
H 1.32614 4.47226 -0.68380 0.00 -0.02 -0.01 0.0002
H -0.30953 6.31431 -0.57852 0.00 -0.01 0.00 -0.0001
H -2.35633 6.20112 -1.95539 0.01 0.00 0.00 0.0000
H -3.72967 5.12407 -3.53904 0.00 -0.01 0.00 0.0002
H -4.23181 3.22439 -5.03870 0.01 0.00 0.00 -0.0005
H -2.79902 1.24534 -5.00617 0.01 0.00 0.00 0.0036
H -2.93529 0.61445 -1.88551 0.01 0.04 -0.01 0.0021
H -4.66162 -0.97506 -1.15975 0.00 0.00 0.00 -0.0007
H -4.72120 -3.26061 -2.09869 0.01 0.00 0.00 0.0011
H -3.03577 -3.96121 -3.76331 0.00 0.00 0.00 -0.0005
H -1.28824 -2.39192 -4.48723 0.04 -0.06 0.13 0.0062
H 1.58764 1.31242 -5.20210 -0.01 -0.02 0.01 0.0000
H 2.28267 1.03685 -7.53353 -0.01 0.00 -0.01 0.0001
H 0.89087 -0.27821 -9.10191 0.00 0.01 0.00 0.0000
H -1.22042 -1.29601 -8.32607 0.00 0.00 0.00 0.0001
H -1.93156 -1.04918 -5.98984 0.04 0.09 -0.09 -0.0004
C 3.37304 -3.33894 4.25973 0.00 -0.02 0.01 0.0001
C 3.90792 -2.02109 3.72794 0.02 0.04 -0.09 -0.0002
N 3.06455 -1.46418 2.64266 0.04 -0.03 -0.04 0.0012
C 3.48485 -1.58392 1.38437 0.06 -0.08 0.20 0.0040
C 2.77662 -1.17143 0.28052 -0.01 -0.01 0.03 -0.0095
C 3.42722 -1.39753 -1.05499 0.03 0.22 -0.27 0.0146
O 4.16188 -2.34031 -1.22099 0.09 0.00 0.03 0.0174
O 3.14642 -0.48785 -1.97111 -0.29 -0.64 0.03 0.0120
C 1.48498 -0.66024 0.46028 -0.15 -0.13 0.05 0.0180
O 0.64167 -0.40062 -0.48339 -0.08 0.47 -0.23 0.0036
C 1.02778 -0.48789 1.81796 0.04 -0.03 0.02 -0.0159
C -0.22605 0.08138 2.09102 0.01 -0.02 0.01 0.0009
C -0.64880 0.23035 3.37438 -0.02 0.00 0.04 0.0009
F -1.87178 0.74586 3.58087 0.00 -0.01 0.00 -0.0001
C 0.13411 -0.15781 4.49128 -0.02 0.03 -0.04 0.0005
C 1.37753 -0.70298 4.21459 -0.03 -0.01 -0.02 0.0002
C 1.82694 -0.89245 2.89945 0.01 0.05 0.02 0.0013
N -0.29278 -0.00203 5.81371 0.02 -0.01 0.02 0.0000
C -1.43499 0.84018 6.18013 -0.01 0.02 0.01 0.0000
C -1.48799 0.98220 7.70312 0.08 0.00 0.07 0.0000
N -0.08874 0.95159 8.24986 0.01 -0.04 -0.02 0.0000
C 0.54543 -0.41449 8.06142 -0.03 0.13 0.04 0.0000
C -0.03665 -1.04554 6.79754 0.01 -0.03 -0.01 0.0001
H 4.02685 -3.69812 5.05365 0.00 0.00 0.00 0.0000
H 3.35902 -4.09205 3.47219 0.00 0.00 0.00 0.0000
H 2.36271 -3.25258 4.65922 0.00 0.01 0.00 0.0001
H 4.89401 -2.16767 3.29386 0.02 0.02 0.03 0.0000
H 4.02186 -1.25796 4.49652 -0.04 -0.02 0.04 0.0001
H 4.44857 -2.05646 1.24067 -0.01 0.01 -0.03 0.0003
H -0.87426 0.38186 1.27985 0.00 0.01 0.00 -0.0003
H 2.02255 -0.97282 5.03592 0.00 0.00 0.00 0.0002
H -2.39752 0.43794 5.85787 0.00 -0.02 -0.02 0.0000
H -1.31437 1.82189 5.72462 -0.01 0.00 -0.02 0.0000
H -2.01735 0.16529 8.18893 -0.03 0.00 -0.02 0.0000
H -1.95504 1.91858 7.99818 -0.01 0.00 -0.02 0.0000
H -0.08539 1.20614 9.23866 0.00 0.00 0.01 0.0000
H 0.47446 1.65243 7.76625 -0.01 0.01 -0.02 0.0000
H 0.33168 -0.99966 8.95343 0.00 -0.03 -0.02 0.0000
H 1.61805 -0.24889 7.98956 0.01 -0.04 0.00 0.0000
H -0.95924 -1.58824 7.02720 -0.01 0.01 0.00 0.0000
H 0.66219 -1.78339 6.41592 0.01 0.00 -0.01 0.0000
Cl 0.85742 -2.91938 -2.14183 0.14 -0.05 -0.29 0.0054
C 2.02329 -3.41664 -3.45155 -0.06 0.10 0.17 0.0000
Cl 2.10213 -2.09387 -4.60648 -0.04 0.17 -0.03 -0.0012
H 1.61579 -4.30374 -3.92024 0.04 -0.03 0.00 -0.0007
H 2.98605 -3.55668 -2.97104 0.03 0.01 0.00 0.0004
```
Positions in Å, forces in eV/Å.

The energy is -99350.8938 eV. As for the spin multiplicity: 2. The charge is +3. The HOMO energy (spin up / spin down) comes out at -14.94 / -14.94 eV.

=====

2.
The following is a DFT calculation (wB97M-V/def2-TZVPD) of a molecular structure, C39H36ClLuN2P2.

The geometry in XYZ format:
```
81
Properties=species:S:1:pos:R:3:forces:R:3:mulliken_charge:R:1
Lu -0.39378 0.00742 -0.84777 2.39 -0.27 0.44 0.8579
Cl 1.96580 -0.49181 -0.54283 -0.34 0.03 -0.27 -0.4308
P -0.49542 -2.60737 0.18112 -0.19 -0.45 -0.36 1.3244
P 0.74610 2.51906 -0.09718 0.24 0.38 -0.21 1.0970
C -2.23651 -3.07006 0.40331 -0.44 -0.06 -0.11 0.4878
C 0.36607 -3.40473 1.56379 0.57 0.24 0.55 0.1454
C 0.04784 -3.41380 -1.37900 0.07 0.29 -0.02 0.7893
C 1.05149 3.18919 -1.77415 -0.05 -0.10 -0.24 0.3056
C -0.40750 3.70277 0.65316 -0.29 0.17 0.30 0.4182
C 2.30950 2.66902 0.83287 0.31 -0.54 0.29 0.2292
C -2.98186 -3.68365 -0.61346 -0.01 0.13 0.21 -0.4810
C -4.34932 -3.90624 -0.42993 -0.06 0.04 0.18 -0.6328
C -4.97909 -3.49772 0.74981 0.20 0.02 -0.10 -0.6017
C -4.23932 -2.85530 1.74963 0.14 -0.15 0.00 -0.6896
C -2.86923 -2.66716 1.59443 -0.05 0.05 -0.46 -0.5723
H -2.48911 -3.99640 -1.53718 -0.22 0.03 0.31 0.4039
H -4.91984 -4.41388 -1.20695 0.12 0.12 0.21 0.4375
H -6.03954 -3.69915 0.90660 0.29 0.11 -0.11 0.4227
H -4.71914 -2.52432 2.66909 0.04 -0.16 -0.18 0.4748
H -2.27520 -2.20547 2.38370 -0.19 -0.07 -0.09 0.5323
C -0.30008 -2.79791 -2.60636 0.49 -0.72 0.50 0.0639
C 0.11658 -3.38051 -3.80404 -0.26 0.30 -0.08 -0.9306
C 0.85730 -4.56669 -3.80644 -0.06 0.15 0.56 -0.6705
C 1.24172 -5.14028 -2.58853 -0.23 0.27 -0.08 -0.6607
C 0.85924 -4.55630 -1.37275 -0.24 0.11 -0.27 -0.5715
H -0.95493 -1.89885 -2.63746 0.16 -0.38 -0.05 0.2020
H -0.16231 -2.90420 -4.74174 0.07 -0.18 0.11 0.4414
H 1.12710 -5.03587 -4.75128 0.00 0.16 0.25 0.4232
H 1.82662 -6.05517 -2.58370 -0.04 0.15 0.01 0.4312
H 1.17113 -4.99788 -0.41932 -0.15 0.16 -0.43 0.4243
C -0.12738 -4.56245 2.18447 -0.03 -0.06 0.02 -0.1690
C 0.56005 -5.12977 3.26176 0.28 0.15 0.02 -0.6904
C 1.74189 -4.54647 3.74020 -0.17 0.20 -0.36 -0.5394
C 2.22649 -3.38152 3.13107 0.02 -0.21 0.09 -0.5983
C 1.55201 -2.81732 2.05414 -0.39 -0.13 -0.18 -0.3931
H -1.05258 -5.02994 1.83874 0.28 0.16 0.08 0.4563
H 0.18315 -6.03657 3.73539 0.03 0.26 -0.18 0.4141
H 2.29208 -4.99299 4.57381 -0.29 0.15 -0.31 0.4024
H 3.14338 -2.91311 3.49224 -0.27 -0.16 -0.09 0.4339
H 1.93227 -1.92197 1.56670 0.01 -0.20 0.23 0.1819
C -0.13575 4.33194 1.87809 -0.10 -0.05 -0.28 -0.5382
C -1.10142 5.15747 2.46158 -0.23 0.04 -0.16 -0.6353
C -2.35165 5.32073 1.85478 0.24 -0.16 -0.06 -0.6114
C -2.63497 4.65772 0.65299 0.15 0.14 -0.07 -0.7680
C -1.65783 3.88631 0.03373 0.19 -0.09 0.48 -0.4449
H 0.83816 4.19535 2.35628 -0.36 0.07 -0.14 0.4085
H -0.87164 5.68739 3.38626 -0.07 -0.17 -0.24 0.4325
H -3.09913 5.98140 2.29662 0.23 -0.26 -0.06 0.4229
H -3.60799 4.76626 0.17681 0.19 0.10 0.11 0.4556
H -1.85320 3.41885 -0.93366 -0.04 0.10 0.16 0.4834
C 1.37552 2.28490 -2.81012 -0.37 0.28 0.27 -0.0829
C 1.52649 2.74792 -4.11587 0.10 -0.10 -0.08 -0.8389
C 1.41698 4.11114 -4.40382 -0.06 -0.08 0.33 -0.5809
C 1.10475 5.01044 -3.37627 0.11 -0.30 0.02 -0.7087
C 0.90920 4.55118 -2.06745 0.04 0.09 -0.21 -0.1637
H 1.55084 1.22393 -2.57629 0.06 0.38 -0.18 0.2264
H 1.75000 2.03177 -4.90759 0.02 0.26 0.17 0.4426
H 1.58762 4.46545 -5.42254 -0.13 -0.09 0.35 0.4056
H 1.02206 6.07333 -3.59573 0.00 -0.23 0.07 0.4285
H 0.64663 5.26349 -1.27710 0.11 -0.31 -0.31 0.4664
C 3.36132 3.49357 0.40832 -0.16 -0.02 0.14 -0.3959
C 4.53595 3.56829 1.16745 -0.10 -0.11 0.15 -0.6545
C 4.69032 2.80078 2.32680 -0.47 -0.04 -0.32 -0.6074
C 3.66078 1.93637 2.71799 -0.16 0.11 0.01 -0.5949
C 2.47600 1.87064 1.98933 0.02 0.37 -0.49 -0.1541
H 3.26046 4.08508 -0.50832 0.08 -0.21 0.39 0.3716
H 5.33586 4.23662 0.85655 -0.17 -0.15 0.01 0.4205
H 5.59713 2.86625 2.92579 -0.18 0.00 -0.22 0.4054
H 3.76753 1.31838 3.60695 0.04 0.14 -0.16 0.4359
H 1.67164 1.19384 2.29554 0.30 0.18 -0.03 0.2898
H 2.95484 -0.94551 -3.79889 0.21 -0.04 0.33 0.0532
H 3.30639 -0.98623 -3.13234 -0.22 0.03 -0.39 -0.0566
N -4.12663 0.78460 0.47941 -0.56 0.13 0.30 0.1046
C -3.75125 1.15004 1.76989 -0.19 -0.22 -0.61 -0.9536
C -2.40980 0.99136 1.82887 0.50 -0.29 -1.12 -0.2358
N -1.94737 0.53166 0.59180 -1.73 0.18 -0.10 0.7646
C -3.04298 0.42030 -0.19581 0.73 0.23 1.09 -0.8577
H -5.07612 0.76439 0.10501 0.42 0.05 0.28 0.2749
H -4.46152 1.48312 2.50539 -0.04 0.00 -0.03 0.4878
H -1.70508 1.19541 2.60551 0.03 0.06 0.35 0.4849
H -3.06332 0.08639 -1.22969 -0.18 -0.05 0.08 0.4493
```
Positions in Å, forces in eV/Å.

The energy is -108716.5778 eV. The charge is +2. As for the energy above the lowest of the compared OMol25 structures with the same formula, charge and spin: 0.000 eV. The HOMO energy comes out at -13.56 eV.